Entry 1:
A cluster of 13 separate species, C5H38N2O13 in total at a distorted geometry. Source: the OMol25 dataset; level of theory: ωB97M-V/def2-TZVPD.

Geometry (Å):
1 N -2.4632 -1.4420 -0.4300
2 C -1.7313 -0.2344 -0.9803
3 C -2.2762 0.0911 -2.3703
4 C -1.9871 1.5354 -2.8402
5 O -0.5840 1.7977 -2.8711
6 C -0.2399 -0.6500 -0.8212
7 N 0.6885 0.5125 -0.6966
8 C 2.1134 0.2461 -0.5787
9 H -3.4011 -1.0549 -0.4317
10 H -2.4658 -2.2101 -1.0960
11 H -2.0777 0.5058 -0.2545
12 H -1.8806 -0.5389 -3.1664
13 H -3.3495 -0.0514 -2.3283
14 H -2.1534 1.6443 -3.9141
15 H -2.6704 2.2318 -2.3472
16 H -0.1243 1.4694 -2.0866
17 H 0.0214 -0.9596 -1.8400
18 H -0.0511 -1.3580 -0.0168
19 H 0.3671 1.0819 0.1132
20 H 2.6403 1.0919 -1.0279
21 H 2.4204 0.0827 0.4658
22 H 2.3080 -0.7235 -1.0659
23 H -2.3447 -1.8375 1.5925
24 H -3.7739 -1.7256 2.0621
25 O -2.9007 -1.3639 2.2270
26 H 1.3715 3.9796 2.3198
27 H 0.0372 3.4682 2.7099
28 O 0.9345 3.5445 3.0635
29 H 3.3599 -0.6590 3.0086
30 H 3.7056 -2.0160 2.4984
31 O 3.6797 -1.0928 2.2206
32 H 2.0374 1.5373 2.2254
33 H 0.6319 1.4797 2.4550
34 O 1.3618 0.8496 2.3036
35 H 2.0855 1.2538 -3.3855
36 H 2.7856 -0.0641 -3.3065
37 O 2.7045 0.7202 -3.9024
38 H 0.5730 -2.1747 4.0889
39 H 0.6200 -0.8133 3.1942
40 O 0.2439 -1.6878 3.3405
41 H 2.1042 -1.6325 -2.4235
42 H 3.1151 -2.3694 -3.2898
43 O 3.0475 -1.6712 -2.6292
44 H -1.0065 -3.5079 1.3571
45 H -0.0134 -3.2353 2.5360
46 O -0.3430 -3.9309 1.9262
47 H -1.5651 -0.1561 3.0954
48 H -1.5617 -0.2027 4.5394
49 O -1.4857 0.4433 3.8286
50 H -0.3627 3.3417 -2.1585
51 H -1.1764 4.5067 -2.5399
52 O -0.6774 4.1965 -1.7648
53 H -1.9965 2.6265 0.4166
54 H -0.8708 3.2046 -0.3923
55 O -1.0440 2.7944 0.4864
56 H 1.0800 -3.4179 0.3524
57 H 1.3283 -4.1853 -0.8826
58 O 1.2122 -3.2708 -0.5885

Its energy relative to the best compared isomer or geometry (same formula, charge and spin) is 91.1 kcal per mole. The strongest force on any atom is 4.39 eV/Å. Its total charge is +1. For the HOMO energy (alpha / beta), the calculation gives -13.38 / -13.38 eV. The spin multiplicity is 2. Its gap between HOMO and LUMO (alpha / beta) is 0.396 / 0.201 Eh.

=====

Entry 2:
A cluster of 13 separate species, C5H38N3O12 in total at a distorted geometry. Source: the OMol25 dataset; level of theory: ωB97M-V/def2-TZVPD.

Geometry (Å):
1 C 3.6479 0.1969 1.2945
2 C 2.4868 -0.5264 2.0026
3 C 1.3000 0.3766 2.3767
4 C 0.4440 0.7418 1.1813
5 N -0.5333 -0.3069 0.9128
6 C -1.5564 -0.5710 1.7027
7 N -2.3092 -1.6790 1.4951
8 N -1.8625 0.1536 2.7540
9 H 3.4568 0.1890 0.2291
10 H 4.6079 -0.2532 1.5294
11 H 3.6992 1.2432 1.6070
12 H 2.8335 -1.1065 2.8556
13 H 2.2297 -1.3309 1.2988
14 H 0.8099 -0.0828 3.2226
15 H 1.8136 1.2331 2.8168
16 H 1.1187 0.8938 0.3369
17 H 0.0129 1.7420 1.1632
18 H -0.3843 -0.8690 0.0967
19 H -2.0513 -2.2652 0.7064
20 H -3.3023 -1.6106 1.4292
21 H -1.4881 1.0618 3.0248
22 H -2.7521 -0.0015 3.2012
23 H -1.9578 -4.2775 -1.2975
24 H -0.7463 -3.5305 -0.8438
25 O -1.7160 -3.4837 -0.8180
26 H -2.8194 -1.9529 -1.0161
27 H -2.4061 -0.5212 -1.5238
28 O -3.1319 -1.0487 -1.1433
29 H -2.2284 3.5421 3.2274
30 H -1.1458 2.9723 2.2563
31 O -1.5316 2.8828 3.1336
32 H -2.0422 3.2019 -0.1958
33 H -2.8443 2.1179 0.6313
34 O -2.1897 2.8395 0.6825
35 H 1.9734 -4.4345 -1.3375
36 H 1.6411 -3.2733 -0.4308
37 O 1.3885 -3.6734 -1.2693
38 H -3.6837 0.2602 -0.0099
39 H -4.9504 0.6596 0.7640
40 O -3.9950 0.6591 0.8371
41 H 1.5327 -1.9276 -2.3893
42 H 2.4573 -1.2697 -3.3401
43 O 1.8455 -1.0619 -2.6285
44 H 3.9854 -1.2622 -0.7963
45 H 4.1139 -2.4722 0.0839
46 O 3.5361 -2.0955 -0.5949
47 H -1.3596 3.2671 -2.3279
48 H -0.4038 2.0656 -2.1822
49 O -1.3193 2.3816 -1.9472
50 H 1.5605 1.4020 -2.4045
51 H 0.7513 0.4987 -3.3519
52 O 0.8890 1.4263 -3.1158
53 H 3.5269 2.0183 -1.0314
54 H 2.8174 3.1811 -1.7245
55 O 2.6509 2.3848 -1.2114
56 H -1.9185 0.9926 -2.8237
57 H -2.6491 0.1851 -3.8268
58 O -1.8528 0.1172 -3.2712

Its energy relative to the best compared isomer or geometry (same formula, charge and spin) is 25.4 kcal per mole. The strongest force on any atom is 1.78 eV/Å. Its total charge is +1. For the HOMO energy, the calculation gives -13.19 eV. The spin multiplicity is 1. Its gap between HOMO and LUMO is 0.397 Eh.

=====

Entry 3:
A structure of composition C5H39N2O12 at a distorted geometry. Source: the OMol25 dataset; level of theory: ωB97M-V/def2-TZVPD.

Geometry (Å):
1 N -1.5266 1.8613 -0.0678
2 C -2.8003 1.2138 0.4563
3 C -2.8781 1.2607 1.9688
4 N -2.1722 0.2785 2.7681
5 C -1.9368 -1.0308 2.1454
6 C -0.7816 -1.2102 1.1264
7 C -1.0347 0.7258 3.5787
8 H -1.4917 2.1200 -1.0608
9 H -1.2351 2.7606 0.3677
10 H -0.8239 1.1404 0.1265
11 H -3.6245 1.7837 0.0014
12 H -2.7482 0.1811 0.1091
13 H -3.9481 1.2006 2.2779
14 H -2.6616 2.2850 2.3656
15 H -2.8353 -1.3631 1.6289
16 H -1.8523 -1.6846 3.0446
17 H -1.1298 -1.0090 0.1092
18 H 0.0093 -0.5658 1.4786
19 H -0.3962 -2.2125 0.9802
20 H -1.2598 1.7568 3.8489
21 H -0.0363 0.5960 3.1935
22 H -1.0728 0.3261 4.6105
23 H 0.7210 2.3123 -3.0808
24 H -0.7911 2.2182 -3.3712
25 O -0.1069 1.9742 -2.7415
26 H 1.7278 -2.6855 -1.3019
27 H 1.3628 -1.2422 -0.9692
28 O 1.0610 -2.1467 -0.8386
29 H 4.6431 -0.3560 -0.7034
30 H 3.3720 -0.5203 -1.4422
31 O 4.1091 -1.0496 -1.1231
32 H 0.2968 4.0723 0.8583
33 H -0.8778 5.1174 0.2933
34 O -0.6282 4.3684 0.8377
35 H -1.8870 -3.6732 -0.2189
36 H -0.5648 -3.1344 -0.6767
37 O -1.4656 -3.3477 -1.0257
38 H 1.6933 1.8372 -0.3406
39 H 1.2519 1.3212 -1.7824
40 O 0.9367 1.7640 -0.9766
41 H -0.6696 -0.4806 -3.2222
42 H -0.5996 -1.5125 -4.2096
43 O -0.1733 -0.6624 -4.0553
44 H -2.1904 -1.7532 -1.6671
45 H -2.8298 -1.4128 -3.1123
46 O -2.3574 -1.0689 -2.3552
47 H 3.4629 2.1543 0.8827
48 H 3.4024 0.6426 0.7881
49 O 3.3982 1.4470 0.2333
50 H 2.6393 -3.3931 4.0570
51 H 1.9470 -3.8765 2.7813
52 O 1.9580 -3.1534 3.4214
53 H 3.1567 -1.8464 1.6720
54 H 2.1750 -1.1650 2.5482
55 O 2.8162 -0.9684 1.8733
56 H 2.0430 0.0331 -3.8463
57 H 0.4978 0.0430 -3.3911
58 O 1.4295 0.1134 -3.1176

Its energy relative to the best compared isomer or geometry (same formula, charge and spin) is 82.7 kcal per mole. The strongest force on any atom is 8.04 eV/Å. Its total charge is +2. For the HOMO energy (alpha / beta), the calculation gives -14.98 / -14.98 eV. The spin multiplicity is 2. Its gap between HOMO and LUMO (alpha / beta) is 0.350 / 0.169 Eh.